{"formula": "C18H31N2O3", "method": "wB97M-V/def2-TZVPD", "energy_ev": -28285.462, "charge": 1, "fmax_ev_per_a": 0.95, "species": ["C", "C", "C", "C", "C", "C", "C", "O", "C", "C", "O", "C", "N", "C", "C", "N", "C", "C", "O", "C", "C", "C", "C", "H", "H", "H", "H", "H", "H", "H", "H", "H", "H", "H", "H", "H", "H", "H", "H", "H", "H", "H", "H", "H", "H", "H", "H", "H", "H", "H", "H", "H", "H", "H"], "positions_angstrom": [[-7.100, -0.438, 1.169], [-6.844, -1.465, 0.073], [-5.995, -0.893, -1.071], [-4.615, -0.537, -0.604], [-3.658, -1.528, -0.407], [-2.397, -1.216, 0.054], [-2.054, 0.105, 0.338], [-0.772, 0.290, 0.806], [-0.280, 1.590, 0.989], [0.085, 2.292, -0.338], [0.856, 3.450, -0.086], [0.885, 1.342, -1.241], [1.997, 0.745, -0.528], [2.350, -0.593, -0.934], [3.277, -1.184, 0.125], [4.497, -0.353, 0.244], [5.518, -0.935, 1.143], [6.299, -2.011, 0.379], [6.555, -1.472, -0.903], [4.118, 1.036, 0.593], [3.171, 1.585, -0.468], [-3.000, 1.101, 0.147], [-4.264, 0.773, -0.317], [-7.714, -0.869, 1.955], [-7.619, 0.429, 0.766], [-6.162, -0.105, 1.608], [-7.799, -1.803, -0.335], [-6.335, -2.331, 0.499], [-6.490, -0.008, -1.474], [-5.929, -1.639, -1.866], [-3.905, -2.557, -0.622], [-1.657, -1.986, 0.213], [-0.977, 2.211, 1.567], [0.638, 1.467, 1.569], [-0.829, 2.560, -0.886], [0.311, 4.107, 0.359], [0.209, 0.549, -1.560], [1.216, 1.899, -2.129], [1.445, -1.199, -0.982], [2.846, -0.628, -1.923], [3.556, -2.204, -0.139], [2.766, -1.181, 1.089], [4.958, -0.339, -0.683], [5.049, -1.343, 2.038], [6.208, -0.139, 1.430], [7.224, -2.233, 0.918], [5.718, -2.939, 0.294], [7.222, -1.995, -1.359], [5.016, 1.651, 0.655], [3.619, 1.019, 1.563], [2.855, 2.592, -0.193], [3.696, 1.638, -1.441], [-2.780, 2.135, 0.362], [-4.988, 1.562, -0.458]], "forces_ev_per_a": [[0.0165, -0.2391, -0.0687], [-0.0579, 0.2228, -0.0632], [-0.0923, -0.2462, 0.1680], [-0.0619, 0.1585, -0.1321], [0.0442, 0.1297, 0.0165], [0.1799, 0.1400, 0.0832], [-0.1338, -0.1996, -0.0712], [-0.1840, -0.2653, -0.1126], [0.2154, 0.4891, -0.1002], [-0.4009, -0.6868, -0.1538], [0.1226, 0.2056, 0.1722], [-0.2992, 0.4006, 0.1958], [0.1763, -0.1019, -0.0420], [0.0383, 0.0306, 0.2276], [-0.7313, -0.4478, -0.4016], [0.2826, -0.0012, -0.2936], [0.7442, -0.3936, 0.1110], [-0.2238, -0.2037, 0.2808], [0.0694, 0.1415, -0.0794], [-0.2574, 0.8890, -0.1011], [0.0310, -0.0397, 0.2419], [0.3643, 0.1525, 0.1632], [-0.0258, -0.2097, -0.0702], [-0.0472, 0.0375, 0.1116], [-0.0612, 0.1371, -0.0063], [0.0383, 0.0778, 0.0982], [0.0156, -0.0965, 0.0087], [-0.0326, -0.0887, -0.0383], [-0.0081, -0.0035, -0.0818], [-0.0184, 0.0779, -0.0746], [-0.0283, -0.1320, -0.0283], [0.0886, -0.1018, 0.0225], [0.0507, -0.0507, -0.0168], [-0.1369, 0.1139, -0.0595], [0.1264, -0.0427, 0.0471], [0.0262, 0.0088, -0.0389], [0.0160, 0.0221, -0.0317], [-0.0454, -0.0540, -0.0359], [0.0821, -0.0629, -0.0115], [-0.0440, -0.0294, 0.0239], [0.1414, 0.0602, 0.0500], [0.1517, 0.0209, 0.0049], [-0.1448, 0.0479, 0.1595], [-0.0718, 0.0823, -0.0655], [-0.1555, 0.0152, -0.0511], [-0.1319, 0.0435, 0.0305], [0.0752, 0.1057, 0.0598], [-0.0361, 0.0257, -0.0606], [0.0585, -0.1867, 0.0076], [0.0852, -0.0876, -0.0142], [0.2266, -0.0604, 0.0020], [-0.0085, 0.0260, 0.0156], [0.0597, 0.0925, 0.0271], [-0.0883, 0.0766, -0.0245]], "nbo_charge": [-0.61, -0.38, -0.42, -0.03, -0.18, -0.28, 0.35, -0.53, -0.09, 0.07, -0.73, -0.24, -0.45, -0.23, -0.23, -0.37, -0.23, -0.08, -0.75, -0.22, -0.26, -0.33, -0.18, 0.22, 0.20, 0.21, 0.21, 0.20, 0.21, 0.22, 0.22, 0.21, 0.18, 0.20, 0.18, 0.49, 0.23, 0.20, 0.24, 0.17, 0.23, 0.23, 0.46, 0.24, 0.23, 0.21, 0.18, 0.51, 0.23, 0.23, 0.28, 0.17, 0.21, 0.22]}



{"formula": "C2H6IN3", "method": "wB97M-V/def2-TZVPD", "energy_ev": -14720.076, "charge": 2, "fmax_ev_per_a": 5.60, "species": ["C", "C", "N", "N", "N", "I", "H", "H", "H", "H", "H", "H"], "positions_angstrom": [[0.900, -0.419, -1.626], [-1.794, 0.118, 2.649], [1.555, 0.234, -2.533], [-2.905, 0.547, 2.468], [0.127, 0.092, -0.670], [-0.911, -1.023, 0.738], [1.039, -1.598, -1.668], [2.050, -0.310, -3.284], [1.375, 1.251, -2.764], [-3.217, 1.182, 3.273], [-3.503, 0.502, 1.590], [-0.408, 0.954, -0.699]], "forces_ev_per_a": [[0.1533, -2.7923, 0.1067], [3.8897, -1.0039, 1.8191], [-0.2043, 1.0129, -1.7330], [-4.7921, 2.6262, -1.2155], [-1.0926, -0.2661, 0.4802], [0.9652, -1.1674, -1.3120], [-0.1828, 2.6189, 0.4349], [-0.5644, 0.7671, 1.1266], [0.4736, -1.4821, 0.5722], [-0.1215, -1.0183, -0.8724], [0.5692, 0.2596, 1.3318], [0.9067, 0.4455, -0.7387]], "nbo_charge": [0.38, 0.41, -0.67, -0.82, -0.72, 0.77, 0.26, 0.47, 0.46, 0.53, 0.50, 0.44]}